{"formula": "C30H68F6NO30S2Tl", "method": "wB97M-V/def2-TZVPD", "de_lowest_kcal_mol": 168.12, "energy_ha": -5063.170737, "symbols": ["Tl", "C", "C", "C", "O", "C", "C", "C", "O", "O", "O", "H", "H", "C", "F", "F", "F", "S", "O", "O", "N", "S", "O", "O", "C", "F", "F", "F", "C", "C", "O", "O", "H", "H", "H", "H", "H", "H", "C", "C", "O", "O", "H", "H", "H", "H", "H", "H", "C", "C", "O", "O", "H", "H", "H", "H", "H", "H", "C", "C", "O", "O", "H", "H", "H", "H", "H", "H", "C", "C", "O", "O", "H", "H", "H", "H", "H", "H", "C", "C", "O", "O", "H", "H", "H", "H", "H", "H", "C", "C", "O", "O", "H", "H", "H", "H", "H", "H", "C", "C", "O", "O", "H", "H", "H", "H", "H", "H", "C", "C", "O", "O", "H", "H", "H", "H", "H", "H", "C", "C", "O", "O", "H", "H", "H", "H", "H", "H", "C", "C", "O", "O", "H", "H", "H", "H", "H", "H"], "xyz": [[0.36411, 3.16635, -2.20214], [6.95858, 3.63818, -2.76076], [5.63106, 3.31400, -2.97669], [5.27348, 2.22895, -4.03680], [4.11431, 1.84513, -4.20938], [6.28798, 1.81421, -4.89665], [7.58224, 2.13359, -4.56502], [7.94453, 3.06551, -3.41911], [9.14479, 3.42479, -3.00420], [8.43330, 1.55125, -5.33617], [4.68922, 3.87189, -2.42465], [7.08071, 4.31697, -1.92966], [6.12626, 1.09207, -5.68327], [-0.92684, 0.26725, 3.18823], [-1.21386, 1.49773, 2.96141], [0.28217, 0.00684, 3.56108], [-1.77710, -0.20475, 4.03847], [-1.16532, -0.53264, 1.33972], [-1.55301, -1.95624, 1.50429], [-2.20879, 0.30034, 0.73493], [0.24503, -0.09888, 0.42524], [1.22707, -1.34985, 0.64748], [1.03165, -2.11654, 1.89545], [1.43472, -2.16677, -0.53838], [2.98710, -0.47169, 1.03420], [3.09350, -0.29924, 2.39420], [3.97547, -1.12992, 0.60098], [3.04899, 0.66905, 0.30908], [-6.38004, -5.29589, 2.74080], [-6.61622, -6.68741, 3.19583], [-7.95329, -7.10630, 2.92351], [-7.05899, -4.34549, 3.55954], [-6.62567, -5.25314, 1.67970], [-5.32153, -5.05556, 2.84035], [-6.60210, -6.73450, 4.28473], [-5.97399, -7.42722, 2.71801], [-8.41536, -6.35100, 3.29447], [-6.59037, -4.33282, 4.39730], [-7.43017, 1.96265, 1.37442], [-7.71987, 0.49216, 1.55217], [-8.48035, 0.24946, 2.68061], [-6.41562, 2.50559, 2.16391], [-8.33023, 2.57717, 1.39353], [-7.06649, 1.99166, 0.34729], [-6.73764, 0.02045, 1.58064], [-8.29547, 0.10974, 0.70923], [-8.20388, -0.56185, 3.11298], [-6.47477, 2.23171, 3.08211], [2.59617, 6.11240, 3.70540], [3.07527, 4.98864, 2.75248], [1.91184, 4.49773, 2.29662], [1.97086, 5.60491, 4.88771], [2.17231, 7.00777, 3.25069], [3.44421, 6.67312, 4.09849], [3.63622, 4.34246, 3.42767], [3.77380, 5.27558, 1.96647], [1.58158, 4.24538, 3.16198], [1.47780, 6.31392, 5.30699], [6.67810, -4.99763, 2.97820], [6.85031, -4.02678, 4.25091], [7.26570, -4.67614, 5.45936], [5.70805, -6.01140, 3.24299], [7.64078, -5.49261, 2.85039], [6.47158, -4.42266, 2.07550], [5.94227, -3.54974, 4.61967], [7.55113, -3.21166, 4.07050], [8.15064, -4.38717, 5.69382], [5.52252, -6.09048, 4.18157], [-6.44763, 0.72081, 8.41616], [-6.53851, 1.09888, 6.94919], [-5.69266, 2.18015, 6.50839], [-6.22251, 1.85084, 9.23783], [-5.58867, 0.05025, 8.44173], [-7.33272, 0.17411, 8.74149], [-7.59860, 1.23346, 6.73426], [-6.25393, 0.20580, 6.39283], [-5.72906, 2.93762, 7.09705], [-5.28306, 2.03751, 9.17302], [10.48577, -2.27959, 0.58700], [10.53635, -3.00888, -0.66771], [9.87881, -4.23631, -0.62382], [11.21597, -3.00004, 1.65277], [9.43599, -2.07565, 0.79788], [10.94195, -1.29526, 0.48173], [11.57162, -3.31350, -0.82106], [10.16454, -2.45681, -1.53089], [8.99479, -4.03444, -0.93904], [12.14530, -2.98791, 1.41238], [-1.81513, 7.21836, 0.30990], [-2.35446, 6.04452, 1.22561], [-2.68792, 5.06136, 0.37033], [-0.55838, 6.89596, -0.27760], [-1.78490, 8.18018, 0.82185], [-2.61784, 7.39469, -0.40610], [-3.14252, 6.33072, 1.92213], [-1.43327, 5.67514, 1.67623], [-3.59797, 4.82647, 0.56585], [-0.13673, 7.68429, -0.62738], [-6.78078, -1.83979, -3.17280], [-5.36171, -2.17029, -3.73055], [-4.14347, -2.09180, -2.93063], [-6.74289, -0.50532, -2.65336], [-6.94143, -2.55045, -2.36209], [-7.61050, -2.07687, -3.83872], [-5.19793, -1.58712, -4.63675], [-5.29555, -3.19948, -4.08341], [-4.29126, -2.49495, -2.07200], [-7.59730, -0.07445, -2.57635], [-0.11416, -1.45011, -5.75592], [-1.03842, -2.01355, -6.78808], [-1.61033, -1.02443, -7.57701], [-0.72559, -0.74321, -4.70607], [0.71392, -0.87267, -6.16696], [0.27384, -2.25700, -5.13425], [-1.78984, -2.57019, -6.22805], [-0.47688, -2.74552, -7.36859], [-2.15759, -1.40280, -8.26906], [-1.46395, -1.32692, -4.51710], [5.73853, -4.50732, -4.38372], [4.34082, -3.92789, -4.68688], [3.43364, -4.93078, -4.23956], [5.81903, -4.82207, -3.00980], [6.52878, -3.85073, -4.74772], [5.94417, -5.40351, -4.96908], [4.33229, -3.78355, -5.76725], [4.08745, -2.93924, -4.30415], [2.58175, -4.55090, -4.01248], [5.02841, -5.34999, -2.87636], [-4.10823, 4.82937, -4.93575], [-4.42485, 3.31099, -4.78344], [-3.90611, 2.70659, -3.57113], [-2.91785, 5.26513, -4.28742], [-4.95072, 5.43437, -4.60066], [-3.99331, 5.16177, -5.96746], [-3.90186, 2.89548, -5.64479], [-5.50892, 3.20468, -4.82341], [-4.47979, 2.00570, -3.25294], [-2.68714, 6.07381, -4.75048]], "forces_ev_per_angstrom": [[-0.3, -0.3, 0.3], [-2.8, 1.7, 2.6], [-3.9, -0.6, -0.9], [-2.9, 0.4, 0.6], [1.0, 0.6, 0.6], [-0.5, -0.5, 0.6], [5.3, -1.6, -3.0], [7.6, 0.0, -0.3], [-3.7, -2.1, -2.5], [-1.3, 2.0, 2.7], [0.7, -0.3, -0.1], [0.6, 0.2, -0.1], [-0.1, 0.2, -0.3], [-0.4, -2.5, -3.9], [0.5, 2.5, 0.3], [1.3, 0.7, 0.9], [-1.0, -0.9, 1.1], [-2.2, -0.2, -0.6], [1.1, 2.6, -0.3], [1.1, -0.4, 0.8], [-1.4, -1.8, 2.0], [2.1, -2.0, 1.6], [0.5, 1.4, -1.7], [0.1, 1.2, 0.4], [-3.7, 0.5, 0.3], [0.1, 0.5, -1.8], [2.4, -2.4, -0.3], [-0.4, 1.0, 0.9], [1.5, 0.3, 0.2], [-0.9, -1.2, 0.5], [-0.1, 0.4, -0.4], [-0.8, -0.1, -0.6], [-0.5, 0.6, 0.2], [0.3, -0.2, -0.3], [1.1, -0.1, 0.3], [0.3, 0.2, 0.2], [-0.9, -0.1, -0.1], [0.0, 0.1, 0.1], [-0.3, -0.3, -1.1], [0.5, 0.3, -0.5], [-0.5, -0.1, 1.7], [0.5, 0.2, 0.3], [-0.3, 0.0, 0.3], [0.2, 0.4, -0.2], [0.0, -0.4, 0.0], [0.2, 0.1, -0.5], [0.0, 0.0, -0.1], [-0.3, -0.1, 0.1], [3.2, 2.2, 0.8], [1.3, 2.6, 2.2], [-1.7, -2.3, -1.1], [-0.6, -0.6, -1.0], [-1.5, -0.7, -0.6], [1.1, -0.4, 0.1], [0.1, -0.7, -0.1], [-0.3, 0.5, 0.0], [-1.5, -0.7, -0.2], [-0.1, 0.0, -0.1], [0.5, 0.4, 2.9], [-0.2, -0.1, -0.3], [0.3, -0.7, -0.2], [-0.1, 0.4, -0.8], [0.2, 0.1, -0.1], [-0.5, -0.1, 0.1], [-0.6, 0.0, -1.0], [0.1, 0.0, -0.6], [0.0, -0.2, -0.1], [0.3, 0.2, 0.1], [1.3, 0.0, -0.4], [-0.6, 0.2, -0.4], [-0.3, -1.1, 0.1], [-0.2, 0.0, 0.2], [0.1, -0.2, 0.7], [0.0, 0.2, 0.0], [-0.1, 0.7, -0.4], [0.2, 0.2, -0.3], [-0.4, -0.1, 0.3], [0.1, 0.1, 0.2], [0.8, 0.8, 1.7], [1.4, -1.2, -1.3], [-1.1, -0.5, 0.0], [-1.6, 0.8, -0.7], [0.0, -0.4, 1.0], [0.1, 0.2, -0.2], [0.3, 0.4, -0.5], [0.3, 0.5, 0.0], [-0.3, -0.6, 0.1], [0.1, 0.1, -0.1], [-1.3, 0.5, 1.0], [3.3, 2.4, -0.5], [-2.0, -2.4, -1.5], [-0.3, -0.5, 0.2], [0.5, 0.0, 0.6], [0.1, -0.3, -0.7], [0.2, 0.2, 0.0], [-0.1, 0.3, 1.2], [0.0, -0.5, -0.4], [-0.2, 0.1, 0.1], [1.6, -0.2, 1.4], [0.4, -0.7, -0.7], [-1.4, 1.0, -0.4], [0.2, -0.1, -0.4], [-0.1, 0.0, 0.5], [0.3, 0.5, -0.7], [0.3, 0.4, 0.3], [-1.0, -0.3, -0.1], [-0.1, 0.0, 0.2], [-0.2, -0.4, -0.1], [1.0, -0.5, 1.0], [0.2, -0.6, 0.4], [-0.2, 0.9, -0.5], [-1.0, 1.2, -0.4], [-0.2, 0.1, -0.1], [0.9, -0.9, -1.1], [-0.4, -0.2, 0.0], [0.1, -0.1, -0.2], [0.0, -0.1, 0.1], [-0.5, 0.4, 0.8], [-0.6, 0.4, 0.1], [0.7, -0.6, -0.8], [0.0, 0.1, -0.2], [0.7, 0.4, -0.2], [0.1, 0.5, 0.7], [-0.6, -0.3, -0.2], [-0.4, -0.3, -0.4], [0.4, -0.1, 0.7], [0.0, 0.1, 0.0], [-0.2, -0.1, 0.4], [-0.5, 0.5, 0.6], [1.1, 0.4, 0.3], [0.0, 1.2, -0.7], [0.2, -0.4, 0.2], [-0.2, 0.0, 0.6], [-0.3, -0.9, -0.5], [-0.4, -0.8, 0.0], [0.1, -0.2, -0.3], [-0.2, 0.0, -0.2], [0.2, 0.1, 0.2]]}